DFT (ωB97M-V/def2-TZVPD) results for a structure of composition C55H59BrNNaO3P2S3Si.

Each line ends with the Löwdin charge.
Cartesian coordinates (Å):
Na -0.3952 1.2355 1.3933  0.100
O 0.1189 4.8716 -2.7608  -0.489
S 0.0601 3.8887 -1.6350  0.941
C -1.3496 4.4321 -0.6447  -0.356
C -1.4520 5.8122 -0.4701  -0.088
C -2.5849 6.3697 0.0790  -0.055
C -3.6573 5.5491 0.4108  -0.051
C -3.5653 4.1894 0.2047  -0.103
C -2.4024 3.5868 -0.2976  -0.346
P -2.4050 1.7456 -0.5594  1.114
C -4.0189 1.6296 -1.4369  -0.366
C -5.0422 0.7768 -1.0428  -0.079
C -6.2126 0.6908 -1.7898  -0.081
C -6.3682 1.4502 -2.9379  -0.089
C -5.3432 2.2981 -3.3437  -0.079
C -4.1778 2.3824 -2.6012  -0.094
C -2.8743 1.0523 1.1044  -0.408
C -3.4822 1.7176 2.1729  -0.073
C -3.9212 1.0104 3.2786  -0.063
C -3.7709 -0.3687 3.3450  -0.060
C -3.1420 -1.0401 2.3112  -0.059
C -2.6823 -0.3279 1.2087  -0.146
C 1.4316 4.3109 -0.5540  -0.399
C 1.8408 5.6348 -0.5136  -0.085
C 2.8896 6.0076 0.3120  -0.068
C 3.5197 5.0500 1.0909  -0.069
C 3.1644 3.7141 0.9738  -0.079
C 2.1446 3.3133 0.1133  -0.362
P 1.8272 1.5347 -0.2590  1.115
C 3.1926 0.6763 0.6282  -0.361
C 4.5379 0.8503 0.2910  -0.090
C 5.5310 0.1547 0.9557  -0.073
C 5.1963 -0.7333 1.9756  -0.079
C 3.8681 -0.9222 2.3137  -0.079
C 2.8720 -0.2238 1.6370  -0.102
C 2.4302 1.3932 -1.9830  -0.365
C 3.1058 2.4122 -2.6473  -0.086
C 3.5698 2.2193 -3.9430  -0.068
C 3.3705 1.0058 -4.5817  -0.080
C 2.6985 -0.0169 -3.9235  -0.073
C 2.2278 0.1782 -2.6353  -0.106
H -0.6502 6.4521 -0.8014  0.097
H -2.6474 7.4401 0.2241  0.112
H -4.5711 5.9730 0.8065  0.110
H -4.4321 3.5707 0.4004  0.108
H -4.9430 0.1798 -0.1446  0.099
H -7.0046 0.0281 -1.4650  0.103
H -7.2804 1.3860 -3.5168  0.101
H -5.4500 2.8942 -4.2408  0.104
H -3.3893 3.0504 -2.9319  0.111
H -3.5695 2.7936 2.1717  0.097
H -4.3570 1.5453 4.1118  0.116
H -4.1106 -0.9087 4.2190  0.112
H -2.9869 -2.1086 2.3624  0.098
H -2.1987 -0.8575 0.3963  0.030
H 1.3577 6.3558 -1.1580  0.105
H 3.2033 7.0423 0.3558  0.111
H 4.3138 5.3328 1.7696  0.110
H 3.7096 2.9727 1.5422  0.103
H 4.8092 1.5279 -0.5111  0.111
H 6.5672 0.2993 0.6781  0.104
H 5.9731 -1.2775 2.4978  0.103
H 3.5941 -1.6126 3.1015  0.108
H 1.8420 -0.3916 1.9242  0.075
H 3.2664 3.3687 -2.1664  0.106
H 4.0826 3.0246 -4.4528  0.107
H 3.7284 0.8588 -5.5926  0.103
H 2.5294 -0.9646 -4.4195  0.097
H 1.6962 -0.6236 -2.1386  0.016
O 0.1037 0.3964 3.2587  -0.359
S -0.2315 1.5422 4.1080  0.641
O -1.2904 1.3135 5.0529  -0.273
N -0.4584 2.8113 3.1268  -0.149
C 0.3010 3.8692 3.4843  -0.845
S 0.2247 5.3763 2.8293  0.702
C 1.3050 3.4935 4.5507  -0.230
C 2.2819 4.2901 5.1231  -0.030
C 3.0969 3.7307 6.0972  -0.062
C 2.9286 2.4056 6.5026  -0.070
C 1.9387 1.6093 5.9438  -0.031
C 1.1587 2.1839 4.9570  -0.227
H 2.3864 5.3181 4.8007  0.098
H 3.8705 4.3310 6.5584  0.104
H 3.5757 1.9971 7.2681  0.104
H 1.7934 0.5854 6.2605  0.121
C -1.7532 -6.3347 -0.4056  -0.084
C -1.9477 -4.9177 -0.9740  -0.621
C -2.6925 -4.0867 0.0794  -0.121
C -2.8973 -5.0104 -2.1785  -0.101
Si -0.2721 -4.1405 -1.4752  0.470
Br -0.6608 -1.9140 -1.7045  0.570
C 0.3348 -4.7001 -3.1962  -0.627
C 0.2853 -6.2346 -3.3133  -0.086
C 1.7838 -4.2537 -3.4423  -0.099
C -0.4905 -4.0947 -4.3450  -0.114
C 1.0707 -4.2357 -0.1148  -0.616
C 2.1886 -3.1952 -0.3013  -0.111
C 1.7300 -5.6258 -0.0740  -0.084
C 0.4556 -3.9543 1.2661  -0.095
H -2.7329 -6.7442 -0.1370  0.089
H -1.1442 -6.3473 0.4984  0.062
H -1.3018 -7.0213 -1.1231  0.071
H -3.6473 -4.5784 0.2957  0.091
H -2.9156 -3.0833 -0.2814  0.046
H -2.1535 -3.9985 1.0202  0.054
H -3.8540 -5.4170 -1.8335  0.089
H -2.5333 -5.6689 -2.9652  0.060
H -3.0956 -4.0296 -2.6164  0.082
H 0.8601 -6.7381 -2.5342  0.070
H 0.7168 -6.5289 -4.2759  0.089
H -0.7310 -6.6267 -3.2821  0.062
H 2.4992 -4.7317 -2.7750  0.064
H 1.9016 -3.1712 -3.3491  0.062
H 2.0598 -4.5300 -4.4655  0.090
H -1.5452 -4.3555 -4.3134  0.059
H -0.0872 -4.4740 -5.2901  0.087
H -0.4182 -3.0071 -4.3642  0.050
H 2.7900 -3.3565 -1.1926  0.067
H 2.8616 -3.2560 0.5605  0.082
H 1.8043 -2.1762 -0.3333  0.029
H 2.2851 -5.8487 -0.9855  0.064
H 1.0202 -6.4374 0.0908  0.069
H 2.4476 -5.6515 0.7532  0.090
H -0.0521 -2.9865 1.3048  0.073
H 1.2623 -3.9304 2.0067  0.088
H -0.2487 -4.7235 1.5825  0.065

Its net charge is 0. As for the total energy: -199048.4406 eV. As for the HOMO-LUMO gap: 8.04 eV. The calculation puts the energy relative to the best compared isomer or geometry (same formula, charge and spin) at 17.2 kcal per mole.